1.
The following is a quantum chemistry calculation of 5 unconnected molecules or ions with the total composition C10H30BrN6O4 in a non-equilibrium geometry, from the Open Molecules 2025 dataset.

Geometry as XYZ:
```
51
C10H30BrN6O4, DFT the ωB97M-V functional and the def2-TZVPD basis
Br 0.78 -1.08 1.12
O 5.74 -1.44 -0.48
O 3.42 3.90 0.68
O -4.27 0.81 3.72
O -0.03 -2.92 -3.66
N -1.53 -1.23 -1.49
N -1.47 0.91 3.17
N 3.54 -0.95 -0.91
N 1.77 2.41 0.74
N 4.05 -1.90 0.87
N 3.69 1.61 0.79
C 0.41 -1.70 -3.00
C -5.49 0.10 3.69
C 4.55 -1.38 -0.22
C -0.44 0.68 -2.66
C 0.96 -3.67 -4.26
C -0.81 -0.83 -2.72
C -2.35 1.82 2.48
C -3.86 1.26 2.43
C -1.60 2.23 1.17
C 2.98 2.75 0.76
H 1.08 -1.99 -2.18
H -1.33 1.27 -2.47
H 0.27 0.87 -1.86
H 1.14 -1.04 -3.48
H -1.41 -0.94 -3.62
H 2.57 -0.98 -0.62
H -2.09 2.76 0.35
H -5.74 -0.45 4.59
H -1.17 0.16 2.56
H -4.00 0.53 1.64
H 1.18 3.21 0.58
H 1.40 1.49 0.95
H 0.63 -4.69 -4.43
H 3.08 0.81 0.85
H -2.31 2.75 3.05
H 3.82 -0.53 -1.78
H -1.02 1.42 0.73
H -4.62 1.99 2.17
H 1.78 -3.86 -3.57
H -1.57 -2.23 -1.39
H -0.79 2.92 1.42
H -5.47 -0.60 2.86
H 3.09 -1.75 1.13
H 1.44 -3.25 -5.14
H -1.02 -1.03 -0.64
H 4.70 1.63 0.71
H -6.28 0.81 3.42
H 0.15 1.21 -3.41
H 4.57 -2.43 1.55
H -2.13 0.54 3.83
```

The HOMO energy comes out at -5.984 eV. For the lowest unoccupied orbital energy, the calculation gives 2.763 eV. Its net charge is -1. As for the energy above the lowest of the compared OMol25 structures with the same formula, charge and spin: 213.12 kJ/mol. For the calculated total energy, the calculation gives -3602.61010 Ha. The value obtained for the HOMO-LUMO gap is 8.7 eV.

2.
The following is a quantum chemistry calculation of a molecular structure, C31H24IrN4O7P, from the Open Molecules 2025 dataset.

Geometry as XYZ:
```
68
C31H24IrN4O7P, DFT the ωB97M-V functional and the def2-TZVPD basis
Ir 0.32 1.80 0.94
P 0.84 -1.07 -0.54
O 3.74 0.10 2.13
O -0.32 2.58 -1.03
O -0.79 3.32 1.84
O 0.54 -1.11 1.12
O -0.81 -2.03 2.64
O -1.94 3.66 3.73
O 2.32 1.47 1.04
N -2.98 0.55 1.93
N -1.68 1.52 0.32
N 0.64 1.48 2.86
N -2.58 2.83 -1.43
C 2.59 -1.20 -0.80
C -2.10 0.15 -3.06
C 1.74 0.83 3.22
C -0.43 -3.15 0.53
C 3.20 -2.43 -0.56
C 4.57 -2.57 -0.75
C 3.36 -0.11 -1.21
C -2.88 1.25 0.81
C -1.42 0.86 -4.05
C 0.12 -2.74 -0.67
C 0.67 0.45 -2.93
C -1.51 2.32 -0.76
C -0.05 1.77 5.08
C 2.71 0.73 2.07
C -1.09 -5.21 -0.43
C -3.83 2.52 -0.98
C 0.00 -0.27 -1.94
C 5.32 -1.49 -1.18
C -0.19 2.04 3.73
C -4.03 1.74 0.11
C -1.10 3.08 3.09
C -0.55 -4.80 -1.65
C 1.95 0.52 4.55
C -0.28 -2.10 1.56
C 0.05 -3.56 -1.79
C 1.01 0.96 5.48
C 4.72 -0.27 -1.41
C -2.34 3.76 -2.54
C -1.05 -4.38 0.67
C -1.39 -0.42 -2.01
C -0.04 1.00 -3.98
H -3.25 3.84 -3.12
H 0.46 -3.24 -2.74
H -3.17 0.02 -3.11
H 0.48 1.53 -4.76
H -3.88 0.34 2.32
H 5.32 0.58 -1.73
H -0.73 2.23 5.78
H 1.74 0.56 -2.90
H -1.47 -4.67 1.62
H -1.92 -0.98 -1.25
H -1.55 -6.18 -0.36
H -2.05 4.73 -2.15
H -1.97 1.28 -4.88
H -4.64 2.94 -1.55
H -0.60 -5.47 -2.50
H -2.17 0.11 2.35
H 2.84 -0.02 4.84
H 1.14 0.73 6.53
H 6.39 -1.61 -1.33
H 5.04 -3.53 -0.55
H 2.62 -3.28 -0.22
H 2.92 0.87 -1.33
H -1.54 3.36 -3.16
H -5.03 1.52 0.45
```

The HOMO energy (spin up / spin down) comes out at -9.427 / -10.650 eV. For the lowest unoccupied orbital energy (spin up / spin down), the calculation gives -3.528 / -3.748 eV. Its net charge is +1. The spin multiplicity is 2. As for the energy above the lowest of the compared OMol25 structures with the same formula, charge and spin: 180.04 kJ/mol. For the calculated total energy, the calculation gives -2386.98426 Ha. The value obtained for the HOMO-LUMO gap (spin up / spin down) is 5.9 / 6.9 eV.

3.
The following is a quantum chemistry calculation of 2 unconnected molecules or ions with the total composition C7H11N2S in a non-equilibrium geometry, from the Open Molecules 2025 dataset.

Geometry as XYZ:
```
21
C7H11N2S, DFT the ωB97M-V functional and the def2-TZVPD basis
S -4.24 0.69 -0.07
N -2.41 -0.97 0.15
N -2.63 0.26 0.08
C -1.66 1.29 0.01
C -3.47 -1.68 0.09
C 1.59 -0.67 0.64
C 2.06 -1.29 -0.59
C -0.31 0.99 0.20
C -4.63 -0.97 -0.12
C 0.53 2.20 -0.05
H -5.65 -1.27 -0.04
H 1.27 2.11 -0.83
H -2.00 2.21 0.33
H 2.20 -2.34 -0.34
H 2.08 0.22 1.20
H 0.08 3.10 -0.32
H -3.31 -2.78 0.18
H 2.98 -0.72 -0.88
H 1.32 2.34 0.62
H 0.78 -1.24 1.37
H 1.19 -1.28 -1.25
```

The HOMO energy (spin up / spin down) comes out at -11.993 / -12.004 eV. For the lowest unoccupied orbital energy (spin up / spin down), the calculation gives -4.797 / -4.798 eV. Its net charge is +1. As for the energy above the lowest of the compared OMol25 structures with the same formula, charge and spin: 679.10 kJ/mol. For the calculated total energy, the calculation gives -780.52127 Ha. The value obtained for the HOMO-LUMO gap (spin up / spin down) is 7.2 / 7.2 eV.

4.
The following is a quantum chemistry calculation of C4H3N in the gas phase in a non-equilibrium geometry, from the Open Molecules 2025 dataset.

Geometry as XYZ:
```
8
C4H3N, DFT the ωB97M-V functional and the def2-TZVPD basis
N -1.23 -0.56 0.78
C 0.81 0.22 -0.77
C 0.51 0.48 0.57
C -0.41 0.07 1.50
C -0.07 -0.66 -1.27
H 1.85 0.60 -1.21
H -0.57 0.53 2.40
H -0.89 -0.67 -2.00
```

The HOMO energy (spin up / spin down) comes out at -7.880 / -7.881 eV. For the lowest unoccupied orbital energy (spin up / spin down), the calculation gives -0.493 / -0.495 eV. As for the energy above the lowest of the compared OMol25 structures with the same formula, charge and spin: 611.12 kJ/mol. For the calculated total energy, the calculation gives -208.66905 Ha. The value obtained for the HOMO-LUMO gap (spin up / spin down) is 7.4 / 7.4 eV.